Density functional theory data (wB97M-V/def2-TZVPD) for a 2-piece molecular cluster, C4H11N4O2 overall at a distorted geometry.

Properties
relative energy (zero: lowest compared OMol25 entry of this formula, charge and spin) = 346.42 kJ/mol
charge = +1
HOMO energy (alpha / beta) = -12.1 / -12.1 eV
2S+1 = 3
expectation value of S² = 2.04
orbital gap (alpha / beta) = 7.345 / 6.962 eV
LUMO energy (alpha / beta) = -4.72 / -5.12 eV
calculated total energy = -14366.280 eV

XYZ file:
```
21
Properties=species:S:1:pos:R:3:forces:R:3:mulliken_spin:R:1
C 1.0433 3.5929 2.0531 -0.9 3.4 -1.4 0.005
C 0.3367 -3.7045 -0.5921 1.7 -0.7 -1.9 0.000
C -1.9865 -2.8578 -0.6110 -0.3 -0.6 -0.8 0.000
C 0.3500 1.9158 0.1410 4.2 0.0 3.6 -0.107
N 0.3085 0.6550 -0.1046 -1.1 -1.4 1.7 0.414
N 0.2581 2.8572 -0.7973 -1.9 1.2 0.0 0.861
N 1.2313 2.2764 1.6215 -4.4 -3.1 -4.1 -0.011
N -0.7178 -2.6840 -0.7392 0.2 1.5 -1.1 0.000
O -0.5456 0.0485 -1.0088 -1.3 2.8 -2.1 0.066
O -0.5733 2.7720 -1.6899 0.2 0.2 -0.7 0.784
H -0.0369 3.9668 1.8359 1.5 -1.1 1.0 -0.001
H 1.3417 3.7953 3.0928 -0.3 -0.5 -0.3 0.000
H 1.5613 4.3350 1.4212 0.4 0.0 0.3 0.000
H 1.2600 -3.2884 -0.0748 -1.8 -0.7 0.6 0.000
H -0.0949 -4.7190 -0.3753 0.7 1.3 0.5 0.000
H 0.9035 -3.8568 -1.5856 -1.5 0.4 0.8 0.000
H -2.4452 -3.8607 -0.4813 1.0 0.4 0.5 0.000
H -2.7980 -2.1123 -0.7813 1.4 0.1 0.1 -0.001
H 2.0675 1.8287 1.3601 1.7 0.3 0.2 0.000
H -1.1308 0.7439 -1.5719 2.0 -1.7 1.5 -0.012
H -0.3330 -1.7038 -1.1124 -1.3 -1.7 1.4 0.002
```
Positions in Å, forces in eV/Å.